[1]
19
Properties=species:S:1:pos:R:3:forces:R:3 method="wB97M-V/def2-TZVPD" homo_ev=-9.6 lumo_energy_ev=0.90 charge=0
C 2.6059 0.4252 -1.7612 0.19 0.01 -0.13
C 1.8951 0.0480 -0.4816 0.14 -0.26 0.00
O 1.0642 1.0905 -0.0168 -0.46 0.26 -0.43
C -1.0721 -0.3025 1.3724 -0.11 0.46 -1.44
C -2.4779 -0.7658 1.6033 -0.81 -0.66 1.04
O -2.9220 -0.5970 0.2752 -0.51 -0.08 -0.22
C -1.7480 0.1059 -0.0898 0.95 0.01 0.82
H 3.1872 1.3375 -1.6088 -0.05 -0.05 -0.07
H 1.8907 0.5932 -2.5757 0.10 0.00 0.12
H 3.2861 -0.3727 -2.0685 -0.02 0.04 -0.04
H 2.6137 -0.1395 0.3215 -0.07 -0.02 -0.11
H 1.3131 -0.8726 -0.6395 0.06 0.05 0.11
H -0.3263 -1.0989 1.3043 -0.22 0.09 -0.23
H -0.7245 0.3991 2.1455 -0.01 0.29 -0.97
H -2.5881 -1.7890 1.9434 -0.20 -0.29 0.10
H -3.0320 -0.1053 2.2705 -0.09 0.03 0.19
H 0.3748 1.2130 -0.6930 0.36 0.11 0.45
H -1.9494 1.1776 -0.2683 0.19 -0.23 0.29
H -1.3906 -0.3470 -1.0329 0.58 0.24 0.52

---

[2]
54
Properties=species:S:1:pos:R:3:forces:R:3 method="wB97M-V/def2-TZVPD" homo_ev="-15.0 / -15.1" lumo_energy_ev="-7.43 / -9.59" multiplicity=2 charge=+2
Ir 0.5180 0.0058 0.0611 -0.14 0.53 -0.68
O -0.6936 2.3833 2.8954 0.10 0.11 0.10
C -0.0626 2.3551 1.8907 -0.02 -0.27 -0.54
O -0.3915 1.4747 0.8855 -0.21 -0.54 0.43
C 1.0522 3.2811 1.5360 0.07 -0.02 0.27
C 1.1163 4.4724 2.2445 -0.04 0.11 -0.01
C 2.0955 5.4165 1.9643 -0.07 -0.05 0.03
C 3.0201 5.1699 0.9645 0.03 -0.05 -0.05
C 2.9798 3.9697 0.2665 0.04 0.12 -0.06
C 2.0146 3.0062 0.5591 0.19 0.05 -0.19
P 2.1548 1.4955 -0.4162 0.10 0.00 0.18
C 3.8039 0.7819 -0.2730 -0.10 -0.12 0.02
C 4.8116 1.3825 0.4823 0.03 0.03 -0.01
C 6.0460 0.7642 0.6118 -0.02 0.00 -0.02
C 6.2829 -0.4602 0.0050 0.00 0.01 -0.01
C 5.2799 -1.0722 -0.7360 0.00 0.00 -0.01
C 4.0455 -0.4605 -0.8691 0.04 -0.02 -0.03
C 1.7205 1.9489 -2.1040 -0.08 0.02 0.11
C 2.0543 1.1436 -3.1990 0.16 0.07 -0.06
C 1.6782 1.5230 -4.4735 -0.01 -0.03 0.00
C 0.9609 2.6991 -4.6697 0.00 0.02 0.01
C 0.6206 3.4991 -3.5890 -0.01 -0.04 -0.02
C 0.9916 3.1261 -2.3069 -0.13 -0.04 0.01
H 0.3682 4.6537 3.0048 0.02 0.00 0.01
H 2.1263 6.3448 2.5182 -0.01 0.00 0.01
H 3.7792 5.9022 0.7253 -0.01 0.00 -0.02
H 3.7056 3.8005 -0.5207 0.00 -0.03 0.01
H 4.6459 2.3230 0.9855 -0.03 0.00 0.02
H 6.8215 1.2432 1.1938 0.00 -0.01 0.00
H 7.2465 -0.9400 0.1114 0.00 0.00 0.00
H 5.4592 -2.0278 -1.2106 0.00 0.00 0.00
H 3.2766 -0.9664 -1.4362 0.01 0.01 0.04
H 2.6499 0.2507 -3.0730 0.03 0.01 0.01
H 1.9529 0.9086 -5.3205 0.01 0.00 0.00
H 0.6749 2.9938 -5.6705 0.00 0.00 0.00
H 0.0663 4.4149 -3.7409 0.00 0.00 0.00
H 0.7106 3.7515 -1.4706 0.02 0.01 0.00
Cl -0.6872 -2.8940 0.4719 -0.09 0.21 -0.19
C 0.7732 -2.5846 1.3104 -0.12 0.35 0.18
C 1.2651 -1.2301 1.3352 0.08 -0.37 0.35
C 2.2108 -0.9284 2.3745 -0.11 -0.02 -0.26
Cl 2.5287 0.6887 2.7787 0.02 0.10 0.01
C 2.8211 -1.9245 3.1002 0.02 -0.26 -0.02
Cl 4.0030 -1.5643 4.2659 0.02 0.03 0.02
C 2.4407 -3.2791 2.8945 -0.08 0.16 -0.06
Cl 3.1848 -4.4941 3.7627 0.07 -0.09 0.04
C 1.3626 -3.5965 2.0201 0.20 0.00 0.09
Cl 0.8075 -5.1966 1.9105 -0.03 -0.02 -0.02
Cl 2.3626 -2.3355 -4.5799 0.05 0.02 0.02
C 0.8197 -2.5859 -3.7650 -0.10 -0.15 -0.04
Cl 0.5820 -4.2857 -3.3584 0.00 0.07 -0.02
Cl -0.5206 -1.9472 -4.7119 0.05 -0.01 0.04
C 0.8513 -1.8428 -2.4963 0.01 -0.01 0.01
N 0.8658 -1.2645 -1.5117 0.05 0.10 0.31

---

[3]
27
Properties=species:S:1:pos:R:3:forces:R:3 method="wB97M-V/def2-TZVPD" homo_ev="-5.6 / -7.0" lumo_energy_ev="0.48 / 0.31" multiplicity=5 charge=0
C -0.7642 -1.4980 -2.2652 -0.91 -2.35 -3.22
C -1.1831 -0.5953 -3.2177 -0.22 -1.23 -1.16
C -0.8893 0.7722 -3.2431 -0.47 0.63 -1.25
C -0.2073 1.5509 -2.2993 0.94 2.20 0.16
C 0.4918 1.1495 -1.1837 3.30 3.88 -1.58
Co -0.3166 -0.3080 -1.0774 -2.38 -2.92 5.02
P 0.3621 -2.2313 -0.0597 0.89 -0.84 0.29
H -0.9684 -2.5715 -2.3433 -0.20 0.41 -0.36
H -1.7593 -0.9880 -4.0772 0.10 0.37 0.29
H -1.2297 1.3163 -4.1200 -0.16 -0.05 0.13
H 0.9444 1.8367 -0.4825 -0.10 0.55 -0.76
H -0.1725 2.6347 -2.4985 -0.48 -0.21 -0.24
H 1.5859 -2.0747 0.6878 -0.57 -0.75 0.18
H 0.5778 -3.4374 -0.7946 0.15 0.33 0.48
H -0.6118 -2.7142 0.8694 0.68 -0.13 0.02
C 1.9170 1.4163 1.5111 0.56 0.26 -0.11
C 0.6312 0.7346 1.7930 -1.21 -0.78 0.56
N -0.2613 0.1185 1.0187 -0.53 0.61 1.60
C -1.3007 -0.3311 1.8414 1.35 0.54 0.40
C -0.9836 -0.0430 3.1381 -0.14 0.01 -0.31
N 0.2118 0.6558 3.0901 0.00 -0.29 -0.02
H 1.7650 2.4675 1.2111 0.06 -0.45 0.09
H 2.5226 1.4218 2.4277 -0.13 -0.01 -0.19
H 2.4936 0.9093 0.7315 -0.23 0.12 0.10
H -2.1514 -0.8437 1.4236 0.04 -0.02 0.10
H -1.4754 -0.3418 4.0513 0.09 0.33 -0.02
H 0.7713 0.9938 3.8677 -0.44 -0.22 -0.23

---

[4]
89
Properties=species:S:1:pos:R:3:forces:R:3 method="wB97M-V/def2-TZVPD" homo_ev=-11.0 lumo_energy_ev=-4.31 charge=+1
C 4.8483 0.0208 -0.7906 0.04 -0.02 -0.74
C 3.5435 0.5113 -1.3482 -0.28 0.15 0.21
C 3.3240 1.8432 -1.6726 -0.13 -0.36 -0.77
C 2.1200 2.2543 -2.2269 -0.10 0.00 -0.04
C 1.0864 1.3562 -2.4584 0.33 0.24 0.19
C -0.1797 1.8646 -3.1030 -0.03 -0.37 0.27
C -1.4249 1.7354 -2.2671 0.05 0.20 -0.08
C -1.6296 0.8604 -1.2190 0.03 -0.25 0.37
C -2.8496 0.8201 -0.5604 -0.10 -0.26 -0.50
C -3.1001 -0.1392 0.5643 -0.69 0.59 0.18
O -3.5959 0.2173 1.5811 0.32 -0.30 0.05
O -2.7308 -1.4767 0.3999 0.35 -0.06 0.29
O -3.4547 -2.0132 -0.7348 -0.05 0.04 -0.61
C -2.6877 -1.9638 -1.7938 0.59 0.28 0.06
N -1.9385 -1.8198 -2.6628 -0.54 -0.24 0.26
C -3.8892 1.6607 -0.9450 0.04 0.23 0.00
C -3.6458 2.5359 -1.9707 -0.22 0.08 -0.13
N -2.4528 2.5457 -2.5874 -0.10 -0.07 0.11
C 1.2928 0.0202 -2.1132 -0.26 -0.04 -0.12
C 2.4927 -0.3853 -1.5627 0.29 -0.03 0.17
H 4.7043 -0.6838 0.0292 0.15 0.54 -0.21
H 5.5203 0.8404 -0.5453 -0.09 0.01 0.27
H 5.3341 -0.5359 -1.5990 0.11 -0.12 0.15
H 4.0970 2.5810 -1.5459 0.22 -0.11 -0.24
H 1.9911 3.2974 -2.4952 0.02 0.02 0.03
H -0.0631 2.9237 -3.3398 0.06 -0.02 -0.17
H -0.3541 1.3154 -4.0351 -0.12 0.09 -0.05
H -0.8348 0.2013 -0.9058 0.10 0.05 -0.10
H -4.8738 1.6587 -0.4871 0.40 -0.15 -0.03
H -4.4207 3.2202 -2.3171 0.96 -0.40 0.13
H -2.3228 3.2084 -3.3430 0.05 -0.03 -0.05
H 0.5093 -0.7110 -2.2842 0.08 -0.07 -0.11
H 2.6604 -1.4189 -1.2843 -0.15 -0.07 -0.09
Cl 4.3581 6.6037 0.7904 -0.02 -0.01 -0.03
C 3.2030 5.6486 1.7527 -0.05 0.06 0.06
C 3.7240 4.2694 2.0626 0.08 -0.08 0.11
Cl 3.8304 3.2518 0.5947 -0.06 0.53 0.97
H 2.2662 5.6040 1.2026 0.03 -0.02 -0.05
H 3.0339 6.1931 2.6802 0.04 -0.02 0.02
H 3.0467 3.7665 2.7511 -0.04 0.00 -0.04
H 4.7099 4.3092 2.5190 0.03 0.02 -0.07
Cl 4.5154 -3.6763 -1.9851 0.00 0.03 0.00
C 5.2332 -4.4495 -0.5437 0.09 -0.06 0.01
C 4.3731 -4.2766 0.6781 0.01 -0.20 0.12
Cl 4.3256 -2.5748 1.2258 -0.16 -0.41 0.29
H 6.2242 -4.0286 -0.3953 -0.03 0.07 -0.01
H 5.3369 -5.5091 -0.7691 -0.05 -0.01 0.00
H 4.7793 -4.8632 1.5010 0.07 0.05 -0.01
H 3.3505 -4.5986 0.4988 -0.02 0.09 -0.04
Cl -7.4997 7.1079 -2.1690 0.03 -0.01 -0.02
C -8.2999 5.7338 -2.9702 0.02 0.07 -0.05
C -7.9557 4.4214 -2.3200 -0.27 0.06 0.14
Cl -6.2308 3.9822 -2.5738 -0.93 0.46 -0.03
H -8.0172 5.7449 -4.0199 0.04 0.00 0.01
H -9.3733 5.8996 -2.8986 0.00 -0.04 0.05
H -8.5507 3.6228 -2.7533 0.08 -0.04 -0.08
H -8.1343 4.4407 -1.2483 0.16 0.06 0.02
Cl -6.9687 1.1940 0.2937 -0.39 0.00 0.10
C -7.7606 -0.3941 0.5223 -0.10 -0.09 0.10
C -6.8415 -1.5340 0.1740 0.04 -0.10 0.03
Cl -6.4851 -1.5960 -1.5737 0.02 0.07 0.05
H -8.6630 -0.4036 -0.0828 0.05 0.05 -0.08
H -8.0472 -0.4584 1.5701 0.07 0.04 0.02
H -7.3084 -2.4801 0.4414 -0.06 0.02 -0.02
H -5.8970 -1.4560 0.7079 0.01 0.02 -0.01
Cl -7.8342 1.8819 -4.5132 0.06 -0.14 -0.17
C -8.5381 0.4657 -5.3439 -0.15 -0.03 -0.07
C -8.1242 -0.8216 -4.6811 -0.11 -0.11 -0.02
Cl -6.3879 -1.1622 -4.9032 0.02 0.03 0.01
H -8.2338 0.4971 -6.3866 0.10 0.05 0.03
H -9.6200 0.5758 -5.2980 0.00 -0.03 0.06
H -8.6666 -1.6561 -5.1219 0.00 0.03 -0.07
H -8.3306 -0.8023 -3.6140 0.09 0.03 0.02
Cl 7.4712 -3.8144 3.5827 -0.34 -0.09 -0.22
C 5.9836 -3.8273 4.5649 -0.06 0.09 -0.04
C 5.6733 -5.1944 5.1129 -0.03 -0.06 0.11
Cl 5.1967 -6.3460 3.8310 0.01 0.00 0.00
H 5.1707 -3.4494 3.9481 0.03 -0.01 -0.04
H 6.1422 -3.1315 5.3880 0.02 -0.06 0.05
H 4.8363 -5.1314 5.8068 -0.03 0.02 -0.04
H 6.5329 -5.6040 5.6391 -0.37 -0.02 -0.37
Cl 8.3069 -5.3608 6.9966 0.40 0.04 0.31
C 9.4039 -4.1449 7.7076 0.07 0.05 0.14
C 9.3731 -2.8444 6.9473 0.03 0.09 0.00
Cl 10.0849 -2.9933 5.3235 0.28 0.07 0.18
H 10.4035 -4.5704 7.7310 -0.01 -0.03 -0.10
H 9.0747 -3.9808 8.7322 -0.06 0.01 -0.02
H 9.9544 -2.0964 7.4838 0.03 -0.03 0.02
H 8.3567 -2.4733 6.8343 -0.01 -0.05 -0.03

---

[5]
13
Properties=species:S:1:pos:R:3:forces:R:3 method="wB97M-V/def2-TZVPD" homo_ev=-3.1 lumo_energy_ev=4.62 charge=-1
C -1.0977 -0.3160 0.6243 0.49 -0.64 0.08
O -1.2609 0.9989 0.3625 0.56 0.05 -0.19
C 0.3403 -0.9279 0.5437 0.45 1.52 1.11
N 0.9860 -0.8435 -0.7597 -0.18 -1.11 -0.71
H -1.4082 -0.5844 1.6601 -0.36 -0.15 0.01
H -1.6539 -0.9676 -0.0931 -0.40 -0.14 0.13
H 0.9890 -0.3841 1.2573 -0.18 0.54 -0.31
H 0.4263 -1.8980 1.0548 -0.48 -0.50 -0.90
H 0.4827 -1.4442 -1.4137 0.09 -0.33 0.25
H 0.7955 0.0530 -1.1860 0.21 0.69 0.45
H 1.0743 2.4176 -0.3602 0.59 0.28 0.28
H -0.2042 1.7161 -0.5860 -0.76 -0.30 0.12
O 0.5307 2.1801 -1.1040 -0.05 0.09 -0.34

---

[6]
15
Properties=species:S:1:pos:R:3:forces:R:3 method="wB97M-V/def2-TZVPD" smiles="[H]/N=C(/C)CC=C=N" homo_ev="-8.1 / -8.1" lumo_energy_ev="-0.38 / -0.38" charge=0
C 1.7781 0.3162 0.2474 0.30 0.44 0.14
C -1.4011 0.2440 0.6528 -3.48 1.17 -0.61
C 0.5212 -0.4647 -0.0307 2.78 -1.48 -5.19
C -1.4043 0.5362 -0.6682 0.33 0.90 1.07
C -0.2232 0.0252 -1.3966 0.22 -1.01 2.39
N -2.0372 -0.0372 1.6709 0.94 -0.55 0.10
N 0.4563 -1.7098 0.2866 -0.27 1.38 3.16
H -1.6066 0.1578 2.5701 0.02 0.31 0.03
H -0.4450 -2.0375 0.6282 -0.21 -0.77 -1.63
H -1.8660 1.4599 -0.9947 -0.45 -0.05 0.22
H 2.0518 0.9972 -0.5579 -0.20 0.03 -0.04
H 1.6651 0.9239 1.1457 0.03 -0.08 0.15
H 2.6215 -0.3569 0.3855 -0.15 -0.19 0.25
H -0.4065 -0.8670 -1.9936 0.01 0.16 -0.25
H 0.2959 0.8126 -1.9454 0.14 -0.26 0.20